Molecular formula: C5H15BN3O2
Method: DFT, wB97M-V/def2-TZVPD

Values from the calculation:
Charge: +1
Gap between HOMO and LUMO: 0.39020 Ha

```
26
C5H15BN3O2 wB97M-V/def2-TZVPD
B 0.984 -2.437 -0.172
C 1.780 1.266 0.092
C -1.926 1.183 -0.733
C -1.974 0.474 0.693
C -1.276 -0.940 0.732
C 0.013 -1.103 -0.026
N 2.270 2.381 0.649
N 1.929 1.077 -1.291
N 1.325 0.275 0.803
O 2.306 -2.186 -0.445
O 0.379 -3.637 0.072
H -1.319 0.540 -1.380
H -2.889 1.272 -1.206
H -1.433 2.159 -0.823
H -1.595 1.025 1.500
H -2.996 0.289 1.075
H -1.257 -1.134 1.764
H -1.833 -1.608 0.241
H -0.013 -0.492 -0.937
H 2.759 3.046 0.115
H 2.092 2.597 1.671
H 2.310 1.790 -1.751
H 2.110 0.030 -1.565
H 0.851 0.370 1.672
H 2.877 -2.975 -0.353
H 0.669 -4.495 -0.201
```

=====

Molecular formula: C5H15BrCuN3O2
Method: DFT, wB97M-V/def2-TZVPD

Values from the calculation:
Charge: +1
⟨S²⟩: 0.755
Multiplicity: 2
Gap between HOMO and LUMO (spin up / spin down): 0.25555 / 0.12455 Ha

```
27
C5H15BrCuN3O2 wB97M-V/def2-TZVPD
Cu 1.537 -3.418 2.579
Br 1.865 -0.921 2.085
C -0.776 1.570 4.715
O 0.108 1.248 5.507
N -0.739 1.287 3.382
N -1.904 2.225 5.150
H 0.074 0.856 2.982
H -1.484 1.658 2.826
H -2.613 2.373 4.459
H -2.067 2.320 6.132
C -0.572 1.118 -2.949
C -0.291 0.236 -1.730
C 0.720 -0.965 -1.996
O 0.090 -1.781 -2.908
C 0.903 -2.812 -3.422
N 0.294 0.962 -0.646
H -1.181 1.990 -2.731
H -1.137 0.475 -3.626
H 0.356 1.357 -3.470
H -1.231 -0.191 -1.362
H 0.960 -1.483 -1.063
H 1.633 -0.507 -2.396
H 1.088 -3.599 -2.681
H 1.939 -2.482 -3.592
H 0.566 -3.245 -4.356
H 0.683 0.350 0.094
H 1.178 1.379 -0.983
```

=====

Molecular formula: C5H15IN3O2
Method: DFT, wB97M-V/def2-TZVPD

Values from the calculation:
Charge: -1
Gap between HOMO and LUMO: 0.26085 Ha

```
26
C5H15IN3O2 wB97M-V/def2-TZVPD
I -0.108 2.356 -0.282
C -3.614 -1.563 -1.408
C -2.618 -1.508 -0.258
C -1.190 -1.586 -0.747
O -1.009 -2.844 -1.393
C 0.300 -3.006 -1.853
N -2.738 -0.299 0.561
H -3.363 -0.827 -2.175
H -4.603 -1.323 -1.013
H -3.643 -2.555 -1.863
H -2.813 -2.366 0.395
H -0.477 -1.487 0.076
H -1.020 -0.767 -1.457
H 0.372 -3.967 -2.366
H 1.033 -3.026 -1.034
H 0.583 -2.206 -2.549
H -2.186 0.465 0.171
H -3.689 0.039 0.626
C 3.520 3.724 2.102
O 2.822 4.716 2.173
N 3.148 2.562 1.484
N 4.790 3.714 2.657
H 3.681 1.721 1.611
H 2.256 2.504 0.996
H 5.153 4.599 2.952
H 5.414 2.931 2.592
```

=====

Molecular formula: C5H15IO2PS
Method: DFT, wB97M-V/def2-TZVPD

Values from the calculation:
Charge: +1
Gap between HOMO and LUMO: 0.34239 Ha

```
25
C5H15IO2PS wB97M-V/def2-TZVPD
C 1.931 0.329 0.361
C 1.866 -1.211 0.677
I 2.959 -1.608 2.504
C 0.401 -1.776 0.716
S -0.483 -0.843 2.045
P -2.631 -0.984 1.858
C -3.116 -0.871 0.058
O -3.194 0.457 2.556
H 2.580 0.833 1.090
H 2.289 0.434 -0.677
H 0.952 0.840 0.387
H 2.383 -1.741 -0.141
H -0.063 -1.608 -0.272
H 0.433 -2.838 1.012
H -0.191 -1.491 3.230
H -2.309 -0.596 -0.646
H -3.889 -0.075 -0.004
H -3.602 -1.808 -0.264
H -2.633 1.161 2.197
C 1.325 2.282 -3.029
O 0.750 1.969 -1.758
H 2.406 2.181 -2.951
H 0.955 1.592 -3.791
H 1.081 3.308 -3.310
H -0.201 2.065 -1.847
```

=====

Asked for energy above the lowest of the compared OMol25 structures with the same formula, charge and spin across the records above, the calculation gives 1.211; 0.434; 0.406; 0.604 eV in order.